Record 1
{
  "formula": "C22H45F12N5NiO14S4",
  "method": "ωB97M-V/def2-TZVPD",
  "species": ["Ni", "C", "F", "F", "F", "S", "O", "O", "N", "S", "O", "O", "C", "F", "F", "F", "C", "F", "F", "F", "S", "O", "O", "N", "S", "O", "O", "C", "F", "F", "F", "C", "O", "C", "C", "N", "C", "C", "O", "C", "H", "H", "H", "H", "H", "H", "H", "H", "H", "H", "H", "H", "H", "H", "H", "C", "O", "C", "C", "N", "C", "C", "O", "C", "H", "H", "H", "H", "H", "H", "H", "H", "H", "H", "H", "H", "H", "H", "H", "C", "O", "C", "C", "N", "C", "C", "O", "C", "H", "H", "H", "H", "H", "H", "H", "H", "H", "H", "H", "H", "H", "H", "H"],
  "coordinates": [[0.732, 1.580, -1.082], [-0.049, -1.593, 1.330], [1.124, -1.676, 0.730], [-0.968, -2.162, 0.557], [-0.006, -2.166, 2.548], [-0.430, 0.336, 1.477], [-1.357, 0.445, 2.602], [0.861, 0.918, 1.696], [-0.832, 0.789, -0.172], [-2.411, 0.809, -0.109], [-2.982, -0.477, 0.408], [-2.872, 2.037, 0.535], [-2.803, 0.737, -2.062], [-2.770, -0.590, -2.464], [-3.995, 1.219, -2.413], [-1.838, 1.392, -2.713], [-1.500, 5.120, -1.714], [-2.538, 4.469, -1.204], [-1.570, 5.055, -3.005], [-1.512, 6.384, -1.312], [0.134, 4.392, -1.013], [1.001, 5.487, -0.695], [-0.189, 3.595, 0.172], [0.634, 3.215, -2.198], [1.575, 4.047, -3.212], [1.054, 5.338, -3.582], [2.961, 3.970, -2.792], [1.512, 2.867, -4.778], [1.911, 3.564, -5.833], [2.328, 1.834, -4.651], [0.208, 2.506, -4.914], [-4.997, -7.054, -5.303], [-3.924, -6.340, -4.703], [-3.005, -7.254, -4.167], [-2.122, -6.411, -3.273], [-2.727, -5.648, -2.164], [-1.791, -4.651, -1.557], [-1.005, -3.667, -2.509], [0.217, -4.167, -3.121], [1.242, -4.284, -2.180], [-4.758, -7.865, -5.991], [-5.307, -6.286, -6.010], [-5.825, -7.387, -4.678], [-2.423, -7.763, -4.935], [-3.547, -8.015, -3.606], [-1.479, -5.787, -3.893], [-1.425, -7.133, -2.849], [-3.528, -5.143, -2.515], [-1.047, -5.258, -1.042], [-2.270, -4.103, -0.745], [-0.765, -2.685, -2.101], [-1.681, -3.429, -3.331], [1.579, -3.289, -1.887], [2.136, -4.693, -2.651], [0.975, -5.026, -1.427], [-1.314, 3.809, 3.036], [-1.417, 3.991, 4.430], [-1.491, 2.795, 5.191], [-1.735, 2.961, 6.674], [-1.632, 1.820, 7.462], [-0.241, 1.332, 7.703], [-0.124, -0.142, 8.162], [0.035, -1.031, 7.105], [-0.816, -1.086, 6.001], [-0.342, 3.392, 2.771], [-1.358, 4.827, 2.649], [-2.084, 3.261, 2.494], [-0.630, 2.168, 4.960], [-2.274, 2.182, 4.747], [-2.766, 3.271, 6.842], [-1.156, 3.776, 7.107], [-2.197, 1.941, 8.290], [0.198, 1.871, 8.543], [0.386, 1.498, 6.828], [-1.076, -0.313, 8.664], [0.646, -0.276, 8.922], [-1.127, -0.123, 5.596], [-1.769, -1.602, 6.117], [-0.236, -1.555, 5.206], [0.721, -0.545, -3.537], [1.305, 0.137, -2.391], [2.683, -0.320, -2.209], [3.317, 0.269, -0.952], [2.794, 1.603, -0.711], [3.382, 2.138, 0.529], [4.874, 2.532, 0.380], [5.143, 3.207, -0.855], [6.504, 3.649, -0.905], [0.884, -1.620, -3.616], [1.241, -0.184, -4.425], [-0.359, -0.450, -3.647], [3.250, -0.238, -3.137], [2.692, -1.406, -2.125], [4.406, 0.282, -1.005], [3.108, -0.464, -0.172], [3.328, 2.092, -1.416], [3.318, 1.337, 1.266], [2.753, 2.896, 0.998], [5.520, 1.656, 0.450], [5.108, 3.167, 1.234], [7.209, 2.828, -1.040], [6.707, 4.216, 0.004], [6.695, 4.349, -1.718]],
  "e_homo_ha": [-0.3041, -0.3041],
  "multiplicity": 3,
  "charge": 0,
  "orbital_gap_ev": [8.293, 6.718],
  "lumo_energy_ha": [0.001, -0.057]
}


Record 2
{
  "formula": "C22H45FNO6PS",
  "method": "ωB97M-V/def2-TZVPD",
  "species": ["O", "P", "O", "F", "O", "S", "O", "C", "C", "C", "C", "C", "C", "C", "C", "C", "C", "C", "C", "N", "C", "C", "C", "C", "H", "H", "H", "H", "H", "H", "H", "H", "H", "H", "H", "H", "H", "H", "H", "H", "H", "H", "H", "H", "H", "H", "H", "H", "H", "H", "H", "H", "H", "C", "C", "C", "O", "H", "H", "H", "H", "H", "H", "H", "H", "C", "C", "C", "O", "H", "H", "H", "H", "H", "H", "H", "H"],
  "coordinates": [[-7.132, -3.080, -3.216], [-6.248, -3.015, -1.892], [-4.561, -3.379, -2.311], [-4.487, -3.707, -3.589], [-6.771, -4.392, -0.909], [-8.297, -4.962, -1.449], [-6.323, -1.492, -1.049], [-6.127, -0.349, -1.954], [-4.516, 0.071, -2.119], [-4.108, 1.415, -1.268], [-2.639, 1.310, -0.510], [-2.284, 2.706, 0.322], [-1.862, 2.348, 1.891], [-0.806, 3.478, 2.527], [0.733, 3.304, 1.926], [1.807, 2.759, 3.063], [3.052, 3.784, 3.360], [4.274, 3.730, 2.269], [4.710, 2.226, 1.783], [4.463, 2.158, 0.280], [3.179, 1.666, -0.387], [3.233, 1.773, -2.028], [4.737, 2.371, -2.308], [5.457, 2.577, -0.818], [-8.218, -6.310, -1.864], [-6.666, 0.584, -1.441], [-6.655, -0.491, -2.996], [-3.857, -0.882, -1.856], [-4.377, 0.282, -3.273], [-4.125, 2.324, -2.013], [-4.959, 1.596, -0.465], [-2.731, 0.440, 0.285], [-1.832, 1.068, -1.322], [-3.243, 3.381, 0.314], [-1.381, 3.236, -0.202], [-1.369, 1.274, 1.949], [-2.874, 2.307, 2.513], [-1.234, 4.568, 2.316], [-0.871, 3.330, 3.693], [0.649, 2.420, 1.128], [1.114, 4.247, 1.337], [2.114, 1.659, 2.807], [1.181, 2.695, 4.077], [3.460, 3.691, 4.478], [2.594, 4.885, 3.305], [5.228, 4.197, 2.815], [4.109, 4.373, 1.303], [4.231, 1.347, 2.391], [5.889, 2.110, 1.919], [2.337, 1.287, 0.339], [2.353, 1.483, -2.745], [5.179, 2.614, -3.381], [6.560, 2.981, -0.692], [-6.374, -10.001, -3.987], [-6.715, -8.670, -3.337], [-5.462, -7.942, -2.874], [-7.570, -8.894, -2.220], [-5.865, -10.664, -3.278], [-7.286, -10.519, -4.304], [-5.729, -9.861, -4.860], [-7.263, -8.042, -4.049], [-4.921, -8.532, -2.126], [-5.724, -6.992, -2.398], [-4.790, -7.740, -3.714], [-7.092, -9.451, -1.583], [9.597, 3.931, 1.700], [8.884, 3.283, 2.876], [9.866, 2.587, 3.804], [7.939, 2.333, 2.390], [10.126, 3.181, 1.100], [8.877, 4.417, 1.033], [10.320, 4.679, 2.040], [8.327, 4.044, 3.433], [10.404, 1.790, 3.280], [9.338, 2.115, 4.639], [10.597, 3.295, 4.208], [8.426, 1.653, 1.894]],
  "e_homo_ha": -0.2749,
  "charge": 0,
  "orbital_gap_ev": 6.723,
  "lumo_energy_ha": -0.028
}


Q: Which E values were calculated for the entries above? A: -6491.547591 -2210.293479, in Eh.